{"formula": "C29H49BN12S3Ta", "method": "wB97M-V/def2-TZVPD", "species": ["Ta", "C", "C", "N", "C", "C", "N", "C", "C", "N", "H", "H", "H", "H", "H", "H", "H", "H", "H", "H", "H", "H", "H", "H", "H", "C", "C", "C", "C", "N", "C", "C", "N", "B", "N", "C", "C", "N", "C", "S", "C", "C", "C", "C", "N", "C", "C", "N", "C", "S", "C", "C", "C", "C", "C", "S", "H", "H", "H", "H", "H", "H", "H", "H", "H", "H", "H", "H", "H", "H", "H", "H", "H", "H", "H", "H", "H", "H", "H", "H", "H", "H", "H", "H", "H", "H", "H", "H", "H", "H", "N", "C", "N", "C", "N"], "xyz": [[-0.774, -0.417, 0.066], [1.094, -2.987, -0.863], [1.568, -2.363, 0.454], [0.378, -1.976, 1.259], [-0.414, -3.168, 1.708], [-1.909, -2.868, 1.681], [-2.282, -2.075, 0.461], [-2.609, -2.907, -0.725], [-1.331, -3.520, -1.243], [-0.268, -2.472, -1.210], [1.792, -2.720, -1.655], [1.070, -4.075, -0.829], [2.217, -3.039, 1.013], [2.134, -1.451, 0.263], [0.725, -1.482, 2.077], [-0.146, -4.001, 1.068], [-0.116, -3.460, 2.716], [-2.504, -3.780, 1.743], [-2.174, -2.264, 2.542], [-3.134, -1.570, 0.701], [-3.352, -3.666, -0.476], [-3.058, -2.247, -1.472], [-1.023, -4.388, -0.668], [-1.474, -3.870, -2.266], [-0.205, -2.104, -2.153], [-5.412, 3.766, 1.549], [-4.738, 2.649, 0.757], [-5.384, 2.566, -0.623], [-4.860, 1.346, 1.534], [-3.262, 3.016, 0.568], [-2.700, 4.165, 1.080], [-1.463, 4.286, 0.548], [-1.242, 3.214, -0.283], [-0.038, 3.305, -1.294], [-0.335, 2.588, -2.628], [-0.896, 3.253, -3.695], [-1.007, 2.375, -4.712], [-0.512, 1.160, -4.276], [-0.119, 1.320, -2.995], [0.596, 0.082, -1.984], [-0.521, -0.096, -5.127], [0.893, -0.663, -5.223], [-1.528, -1.072, -4.519], [-0.986, 0.262, -6.536], [1.374, 2.887, -0.759], [2.481, 3.552, -1.235], [3.552, 3.151, -0.515], [3.109, 2.233, 0.416], [1.785, 2.082, 0.227], [0.666, 1.146, 1.199], [3.968, 1.715, 1.563], [3.442, 2.346, 2.850], [3.904, 0.192, 1.599], [5.413, 2.143, 1.325], [-2.327, 2.419, -0.198], [-2.518, 0.874, -1.021], [-6.472, 3.524, 1.612], [-5.333, 4.733, 1.054], [-5.036, 3.841, 2.570], [-6.456, 2.423, -0.491], [-5.015, 1.734, -1.219], [-5.239, 3.493, -1.179], [-5.918, 1.122, 1.667], [-4.416, 1.444, 2.524], [-4.402, 0.514, 1.000], [-3.241, 4.838, 1.716], [-0.748, 5.086, 0.637], [0.057, 4.467, -1.550], [-1.146, 4.299, -3.642], [-1.371, 2.520, -5.711], [1.297, -0.980, -4.265], [1.573, 0.072, -5.654], [0.875, -1.529, -5.884], [-1.329, -1.257, -3.461], [-1.482, -2.018, -5.059], [-2.543, -0.682, -4.603], [-0.309, 0.964, -7.026], [-2.002, 0.655, -6.556], [-0.983, -0.654, -7.125], [2.413, 4.272, -2.032], [4.579, 3.453, -0.581], [2.410, 2.062, 3.053], [3.509, 3.433, 2.802], [4.050, 2.007, 3.688], [2.940, -0.171, 1.957], [4.666, -0.169, 2.288], [4.127, -0.230, 0.616], [5.540, 3.223, 1.388], [5.804, 1.783, 0.373], [6.021, 1.707, 2.116], [-1.552, 0.033, 1.839], [-1.605, 0.362, 3.000], [-1.759, 0.617, 4.164], [-1.189, 1.183, 5.214], [-0.715, 1.676, 6.140]], "atomic_forces_ev_per_a": [[0.2, -0.5, -0.7], [0.0, 0.1, 0.0], [-0.1, 0.0, -0.1], [0.1, -0.4, 0.3], [0.0, 0.1, 0.1], [0.1, 0.1, -0.1], [-0.4, -0.2, 0.3], [0.0, 0.1, 0.0], [0.0, 0.0, -0.2], [0.0, 0.0, 0.0], [0.0, 0.0, 0.0], [0.0, 0.0, 0.1], [0.0, 0.0, 0.0], [0.0, 0.0, 0.0], [0.0, 0.0, 0.1], [-0.1, 0.0, 0.0], [0.0, 0.1, 0.0], [0.1, -0.1, -0.1], [0.0, 0.0, 0.0], [0.0, 0.0, 0.1], [0.0, 0.0, 0.0], [0.0, 0.0, 0.0], [0.0, 0.0, 0.1], [0.0, 0.0, 0.0], [0.0, 0.0, 0.0], [0.0, 0.0, 0.0], [0.1, 0.1, -0.1], [0.0, 0.0, 0.0], [0.0, 0.0, 0.0], [0.1, -0.1, 0.4], [-0.1, 0.0, -0.2], [0.0, 0.1, -0.1], [0.1, -0.1, 0.2], [0.1, -0.1, -0.1], [-0.1, -0.1, 0.1], [0.0, 0.0, 0.0], [0.1, -0.1, 0.0], [-0.1, 0.0, 0.0], [0.1, -0.1, 0.0], [0.2, 0.5, -0.2], [0.0, 0.1, 0.0], [0.0, 0.0, 0.0], [0.0, 0.0, 0.0], [0.0, 0.0, 0.0], [-0.1, 0.2, 0.1], [0.0, 0.0, 0.0], [0.0, -0.1, 0.0], [0.1, 0.1, 0.0], [-0.1, -0.1, 0.1], [0.6, 0.4, 0.1], [-0.1, 0.0, -0.1], [0.0, -0.1, 0.0], [0.1, 0.0, 0.0], [0.0, 0.0, 0.0], [-0.2, 0.1, -0.4], [-0.3, 0.0, -0.2], [0.0, 0.0, 0.0], [0.0, 0.0, 0.0], [0.0, 0.0, 0.0], [0.0, 0.0, 0.0], [0.0, 0.0, 0.0], [0.0, 0.0, 0.0], [0.0, 0.0, 0.0], [0.1, 0.0, 0.0], [0.0, 0.0, 0.0], [0.0, 0.0, 0.0], [0.0, 0.0, 0.0], [0.0, 0.0, 0.0], [0.0, 0.0, 0.0], [0.0, 0.0, 0.0], [0.0, 0.0, 0.0], [0.0, 0.0, 0.0], [0.0, 0.0, 0.0], [0.0, 0.0, -0.1], [0.0, 0.0, 0.0], [0.0, 0.0, 0.0], [0.0, 0.0, 0.0], [0.0, 0.0, 0.0], [0.0, 0.0, 0.0], [0.0, 0.0, 0.0], [0.0, 0.0, 0.0], [0.0, 0.0, 0.0], [0.0, 0.0, 0.0], [0.0, 0.0, 0.0], [0.0, 0.0, 0.0], [0.0, 0.0, 0.0], [0.0, 0.0, 0.0], [0.0, 0.0, 0.0], [0.0, 0.0, 0.0], [0.0, 0.0, 0.0], [-0.3, 0.0, 0.6], [0.0, 0.2, 0.1], [-0.1, -0.2, 0.0], [0.0, 0.2, 0.0], [0.0, -0.1, -0.1]], "e_lumo_ev": -9.82, "gap_ev": 6.83, "relative_energy_kcal_mol": 22.6, "homo_ev": -16.6463, "total_charge": 3}


{"formula": "C5H7BrNP", "method": "wB97M-V/def2-TZVPD", "species": ["Br", "P", "C", "C", "C", "N", "C", "C", "H", "H", "H", "H", "H", "H", "H"], "xyz": [[4.409, -0.076, -0.124], [2.030, -0.014, -0.077], [0.154, 0.022, -0.051], [-0.534, 0.998, 0.662], [-1.921, 0.948, 0.704], [-2.656, 0.023, 0.087], [-1.988, -0.923, -0.562], [-0.600, -0.969, -0.665], [2.126, 1.338, -0.417], [2.040, -1.070, -0.995], [2.109, -0.320, 1.284], [-0.005, 1.787, 1.178], [-2.457, 1.716, 1.243], [-2.575, -1.690, -1.046], [-0.135, -1.771, -1.221]], "atomic_forces_ev_per_a": [[0.5, 0.0, -0.1], [-1.1, 0.0, 0.2], [0.1, -0.2, 0.1], [-0.1, -0.3, -0.2], [0.2, 0.2, -0.1], [0.2, -0.1, 0.2], [0.2, -0.1, -0.2], [-0.1, 0.3, 0.2], [0.1, -0.1, 0.0], [0.2, 0.1, 0.0], [0.1, 0.0, -0.1], [0.0, 0.1, 0.1], [-0.2, 0.0, 0.1], [-0.2, -0.1, 0.0], [0.1, -0.1, -0.1]], "e_lumo_ev": 0.33, "gap_ev": 9.97, "relative_energy_kcal_mol": 0.0, "smiles": "Br[PH3]c1ccncc1", "homo_ev": -9.6400}


{"formula": "C14H14HgN4O4S3", "method": "wB97M-V/def2-TZVPD", "species": ["Hg", "O", "S", "O", "O", "O", "C", "C", "C", "C", "C", "C", "N", "N", "C", "C", "C", "C", "C", "N", "H", "H", "H", "H", "H", "H", "H", "H", "H", "S", "C", "N", "C", "C", "S", "H", "H", "H", "H", "H"], "xyz": [[-1.425, -0.800, -0.439], [-4.885, 0.231, 0.861], [-3.457, 0.133, 0.732], [-2.699, 0.946, 1.685], [-2.938, -1.292, 0.771], [-2.977, 0.591, -0.661], [2.880, 0.496, 3.174], [3.514, -0.207, 2.160], [2.781, -0.779, 1.145], [1.381, -0.643, 1.118], [0.753, 0.120, 2.119], [1.501, 0.659, 3.142], [0.591, -1.216, 0.159], [1.210, -2.040, -0.678], [0.501, -2.544, -1.690], [1.195, -3.360, -2.617], [0.556, -3.811, -3.737], [-0.792, -3.479, -3.934], [-1.431, -2.737, -2.966], [-0.826, -2.278, -1.875], [3.457, 0.911, 3.986], [4.591, -0.305, 2.167], [3.251, -1.336, 0.352], [-0.328, 0.244, 2.092], [1.012, 1.206, 3.936], [2.229, -3.586, -2.414], [1.074, -4.408, -4.475], [-1.322, -3.788, -4.821], [-2.487, -2.504, -3.060], [0.005, 1.251, -2.013], [-0.222, 2.394, -0.839], [-1.341, 2.632, -0.195], [-1.352, 3.646, 0.825], [0.101, 3.987, 1.148], [1.050, 3.516, -0.345], [-2.132, 1.944, -0.281], [-1.879, 3.251, 1.697], [-1.885, 4.531, 0.451], [0.490, 3.383, 1.968], [0.255, 5.044, 1.353]], "atomic_forces_ev_per_a": [[4.3, -0.2, -2.0], [-0.1, -0.2, -0.1], [-1.2, 0.9, 1.0], [-0.1, 0.0, 0.4], [-3.4, -0.6, 2.4], [-2.0, 1.1, -0.2], [0.1, 0.1, 0.1], [0.0, 0.1, 0.1], [-0.3, -0.1, -0.2], [0.4, 0.4, 0.7], [-0.2, -0.3, -0.3], [0.1, 0.1, 0.1], [0.7, -1.1, -1.1], [0.6, 0.5, 1.1], [-0.5, -0.2, -0.6], [-0.1, -0.1, -0.1], [-0.1, 0.1, 0.1], [-0.2, 0.0, 0.0], [-0.2, -0.2, -0.3], [1.2, -0.9, -0.7], [0.1, 0.1, 0.1], [0.1, 0.0, 0.0], [0.1, 0.0, 0.0], [0.1, 0.0, 0.0], [-0.1, 0.1, 0.0], [0.1, 0.0, 0.0], [0.1, 0.0, 0.0], [-0.1, -0.1, 0.0], [0.1, 0.1, 0.0], [0.4, 0.0, -0.5], [0.0, 0.4, -0.1], [-0.3, -0.4, 0.2], [-0.2, 0.3, 0.2], [0.3, -0.2, -0.2], [-0.1, 0.0, 0.2], [0.4, 0.4, -0.2], [0.0, 0.1, -0.1], [0.0, -0.1, 0.1], [-0.1, 0.1, 0.1], [-0.1, 0.0, 0.1]], "e_lumo_ev": [2.65, 1.87], "gap_ev": [6.57, 7.00], "homo_ev": [-3.9182, -5.1253], "total_charge": -1, "multiplicity": 2}


Record order is preserved below.
Calculated total energy: -3067.307402 -3164.804148 -2409.909570 Ha